71
Properties=species:S:1:pos:R:3:forces:R:3:lowdin_charge:R:1 method="wB97M-V/def2-TZVPD" charge=+1 lumo_energy_ev=-3.19 e_above_lowest_ev=0.0000 e_tot_ev=-32323.7051 homo_energy_ev=-12.39 homo_lumo_gap_ev=9.20
Sr -0.643 -0.048 -0.613 -0.34 0.31 -0.73 1.5508
N -2.548 0.531 -2.437 6.50 -1.24 2.89 -0.5554
O -2.775 1.261 -1.450 -2.72 1.16 0.64 -0.1075
O -2.536 -0.719 -2.238 -2.47 -1.25 -0.45 -0.1414
O -1.599 0.908 -3.144 -0.63 1.24 -2.78 -0.0471
C -3.831 0.682 2.845 -0.11 0.80 0.80 -0.0567
C -2.987 0.486 1.565 -0.79 1.59 -0.15 -0.2571
N -2.085 -0.668 1.500 -0.28 0.08 0.38 -0.2674
C -2.858 -1.913 1.660 -3.53 0.90 0.49 -0.2665
C -3.762 -2.122 0.495 1.45 0.44 -3.01 -0.0769
C -1.219 -0.637 2.646 1.26 -1.07 1.28 -0.2778
C -0.017 -1.495 2.318 -1.21 -0.86 0.96 -0.0775
H -4.611 -0.036 3.055 0.27 -0.89 -0.06 0.0677
H -4.500 1.552 2.809 0.65 0.34 -0.57 0.0872
H -3.232 0.851 3.785 -0.41 -0.41 -1.03 0.0967
H -2.384 1.376 1.435 0.87 0.36 0.73 0.0885
H -3.511 0.697 0.628 -0.77 -1.20 0.20 0.0990
H -3.618 -1.710 2.480 1.33 -0.54 -0.22 0.1294
H -2.423 -2.865 1.861 1.48 -0.07 0.38 0.1136
H -4.422 -1.275 0.361 -0.90 -0.38 0.28 0.0792
H -4.172 -3.127 0.462 -0.58 0.26 0.18 0.0938
H -3.173 -2.004 -0.478 -0.51 -0.53 1.10 0.0666
H -1.760 -0.916 3.550 -0.04 -0.82 0.04 0.1300
H -0.787 0.257 3.036 -0.12 1.76 -0.85 0.1085
H -0.310 -2.527 2.159 0.07 -0.14 -0.39 0.0818
H 0.658 -1.519 3.139 0.87 0.16 0.56 0.0909
H 0.453 -1.079 1.456 0.74 0.04 -0.56 0.0022
C -0.313 -3.416 -0.759 -0.02 0.24 0.64 -0.0558
C 1.152 -2.897 -0.650 -1.87 0.57 -0.78 -0.2372
N 1.323 -1.643 -1.410 -1.45 0.65 1.24 -0.3063
C 1.191 -1.895 -2.842 -0.25 1.26 -0.95 -0.2318
C 1.590 -0.693 -3.727 -0.07 -1.59 -0.02 -0.0422
C 2.559 -0.934 -1.029 -0.38 -0.26 -2.36 -0.2472
C 3.743 -1.779 -1.462 0.57 -0.72 0.17 -0.0554
H -0.294 -4.437 -0.316 -0.33 0.43 -0.86 0.1046
H -0.748 -3.323 -1.795 0.65 -0.66 1.13 0.0963
H -1.011 -2.882 -0.101 0.08 0.20 -0.02 0.0222
H 1.671 -3.683 -1.133 1.33 -0.79 -0.20 0.0988
H 1.483 -2.732 0.374 -0.04 -0.30 -0.02 0.1142
H 0.187 -2.232 -3.151 0.17 0.42 0.56 0.1190
H 1.815 -2.713 -3.109 0.86 -0.90 -0.31 0.1078
H 1.638 -1.073 -4.746 -0.40 0.31 -0.16 0.0987
H 2.576 -0.378 -3.518 1.23 0.23 0.26 0.0484
H 0.988 0.181 -3.644 -0.96 0.48 -0.08 0.0495
H 2.561 -0.640 0.007 -0.02 -0.61 0.56 0.0784
H 2.545 0.054 -1.546 0.19 -0.71 0.17 0.1020
H 4.583 -1.204 -1.151 1.24 -0.19 0.63 0.0710
H 3.941 -1.926 -2.533 -0.76 0.43 0.07 0.0869
H 3.724 -2.837 -1.070 0.21 1.36 0.13 0.1037
C 2.213 0.986 2.084 0.99 -0.27 1.86 -0.0680
C 2.309 1.865 0.922 1.04 -0.85 0.19 -0.3069
N 1.152 2.057 0.105 1.57 -2.38 -1.99 -0.2104
C 0.145 2.757 0.834 0.73 3.34 -0.10 -0.2435
C 0.491 4.272 0.992 1.08 -0.33 1.69 -0.0366
C 1.693 2.729 -1.103 -3.66 3.21 0.43 -0.2351
C 0.573 3.109 -2.079 1.94 -0.96 -1.51 -0.0500
H 1.347 1.218 2.624 -1.50 -0.21 1.08 0.0470
H 3.020 1.265 2.781 -0.09 -0.24 -0.23 0.1148
H 2.318 -0.086 1.919 -0.21 0.15 -0.19 0.0655
H 3.176 1.462 0.468 0.52 -0.46 -1.98 0.1137
H 2.701 2.799 1.168 0.38 1.96 1.04 0.1058
H 0.021 2.433 1.831 0.20 -1.12 0.95 0.0907
H -0.827 2.686 0.401 -0.80 -0.06 -0.74 0.0861
H 0.059 4.870 0.276 -1.19 1.19 -1.87 0.0462
H 1.552 4.610 1.002 -0.44 -0.99 -0.11 0.0960
H 0.146 4.662 1.940 -0.41 -0.11 0.33 0.0809
H 2.463 2.342 -1.670 1.47 -2.37 -0.59 0.0945
H 2.136 3.700 -0.918 0.23 0.36 1.27 0.1112
H 0.370 2.204 -2.635 -0.43 -0.20 -0.52 0.0295
H 1.075 3.797 -2.818 -1.15 -0.35 0.69 0.1194
H -0.371 3.417 -1.690 -0.35 0.78 0.38 0.0688